# 1
Entry from the Open Molecules 2025 dataset: an isolated molecule of C17H25F3N4O3 (the ωB97M-V functional and the def2-TZVPD basis).

Positions of all 52 atoms, in Å:
C  -3.39291  2.28815  0.27028
C  -4.25338  1.35739  -0.57362
C  -3.53147  0.82021  -1.80497
N  -2.41419  -0.05259  -1.48348
C  -1.13873  0.37625  -1.50491
O  -0.82406  1.54474  -1.70300
C  -0.00948  -0.62373  -1.20688
C  -0.25156  -2.09681  -1.38702
N  -1.44802  -2.66723  -1.40101
N  -1.21049  -3.97455  -1.55259
C  0.11109  -4.25098  -1.62944
C  0.78009  -3.05825  -1.52554
C  2.25224  -2.80737  -1.55938
N  0.55958  -0.40462  0.14213
C  -0.41162  -0.71763  1.18932
C  0.24758  -0.78069  2.55489
C  0.90204  0.56161  2.85471
C  1.60277  0.55675  4.19133
F  2.59770  -0.35045  4.24647
F  2.14963  1.75454  4.47550
F  0.75317  0.26653  5.19620
C  1.86181  0.92889  1.73032
C  1.14399  0.91401  0.36993
C  2.18465  1.29189  -0.66874
O  2.66680  0.57654  -1.50772
O  2.52579  2.57789  -0.51774
C  3.49229  3.06358  -1.45585
H  -3.94563  2.65459  1.13619
H  -2.49917  1.77809  0.63218
H  -3.05659  3.14530  -0.31450
H  -4.60254  0.51485  0.03111
H  -5.14716  1.88782  -0.91398
H  -4.22894  0.25484  -2.42620
H  -3.14243  1.64745  -2.39931
H  -2.56355  -1.04923  -1.39102
H  0.77203  -0.35210  -1.91270
H  -1.98186  -4.61395  -1.60244
H  0.47103  -5.25894  -1.75253
H  2.80651  -3.74513  -1.53256
H  2.54158  -2.26617  -2.46156
H  2.55538  -2.19110  -0.71368
H  -1.22501  0.02703  1.21542
H  -0.86845  -1.67852  0.95539
H  -0.49820  -1.02555  3.31237
H  1.00524  -1.56777  2.55582
H  0.12716  1.33208  2.93355
H  2.28596  1.91816  1.89473
H  2.67960  0.20343  1.70071
H  0.38822  1.71085  0.35688
H  3.65212  4.10602  -1.19977
H  4.42081  2.50129  -1.37304
H  3.10853  2.97261  -2.47027

Atomic forces in eV per Å
0.005 0.000 -0.003
-0.009 0.005 0.003
0.002 -0.014 -0.002
-0.002 -0.010 0.005
0.002 0.004 -0.008
-0.003 -0.004 0.003
-0.003 0.006 0.013
-0.001 0.009 -0.009
-0.003 -0.006 -0.008
0.006 0.000 0.008
-0.002 0.000 0.008
0.007 -0.006 -0.010
-0.005 0.000 0.002
-0.072 0.060 -0.076
0.006 0.000 0.004
-0.007 -0.003 0.005
0.002 0.001 -0.006
-0.001 0.000 -0.009
-0.003 0.005 0.003
-0.001 -0.006 0.002
0.005 0.002 -0.001
-0.002 -0.001 0.001
0.171 -0.114 0.155
-0.220 0.078 -0.179
0.129 -0.052 0.099
-0.002 0.011 0.001
0.002 -0.001 -0.005
0.002 0.002 0.002
-0.005 -0.002 -0.002
-0.003 -0.001 0.002
0.002 0.001 -0.001
-0.003 0.000 0.004
0.006 0.003 -0.004
0.005 0.003 0.001
0.001 0.014 -0.001
0.006 -0.003 0.000
-0.003 0.000 0.000
0.001 0.000 -0.001
-0.001 -0.001 -0.004
-0.001 0.007 0.004
0.002 -0.003 0.001
-0.007 0.005 0.003
0.003 0.006 0.000
0.000 0.000 0.001
0.001 0.002 -0.002
0.001 -0.001 0.002
-0.002 0.000 -0.002
0.000 0.000 -0.001
-0.004 0.005 -0.002
-0.001 0.000 0.001
0.000 0.000 0.000
0.001 0.000 0.000

Properties
DFT total energy ... -1407.2028 a.u.
Energy above the lowest of the compared OMol25 structures with the same formula, charge and spin ... 2.2 kJ/mol
Structure (SMILES) ... CCCNC(=O)[C@H](c1n[nH]cc1C)N1CC[C@@H](C(F)(F)F)C[C@H]1C(=O)OC

The Löwdin scheme yields these atomic charges, measured in e: C -0.104; C -0.241; C -0.186; N 0.089; C -0.431; O 0.056; C -0.143; C -0.210; N 0.069; N -0.017; C -0.046; C -0.207; C -0.036; N -0.029; C -0.154; C -0.111; C -0.212; C -0.600; F 0.139; F 0.138; F 0.135; C -0.064; C -0.201; C -0.452; O 0.119; O -0.027; C -0.032; H 0.070; H 0.044; H 0.079; H 0.105; H 0.104; H 0.117; H 0.119; H 0.096; H 0.138; H 0.149; H 0.122; H 0.076; H 0.084; H 0.071; H 0.118; H 0.123; H 0.126; H 0.133; H 0.168; H 0.130; H 0.144; H 0.155; H 0.093; H 0.095; H 0.098

***

# 2
Entry from the Open Molecules 2025 dataset: a structure of composition C3H8BrHfO3S (the ωB97M-V functional and the def2-TZVPD basis).

Positions of all 17 atoms, in Å:
Hf  1.42288  3.66430  5.44509
Br  2.70560  1.93988  3.74325
O  0.09657  -0.78568  1.49547
S  0.68405  -0.40120  0.26741
O  1.58171  -1.18586  -0.48074
O  -0.67066  -0.00013  -0.72480
C  -0.98760  -0.67075  -1.88768
C  -1.98804  -1.72874  -1.25268
C  1.29884  1.32787  0.36158
H  -0.11512  -1.04516  -2.42324
H  -1.55402  0.00149  -2.54651
H  -2.92276  -1.67465  -1.82111
H  -2.22900  -1.67080  -0.16611
H  -1.41456  -2.67892  -1.15673
H  1.44297  1.70610  -0.64884
H  2.17796  1.30532  1.01097
H  0.47116  1.89693  0.78466

Atomic forces in eV per Å
1.921 -2.374 -2.212
-1.829 2.545 2.616
-0.456 -0.219 -0.173
2.238 1.294 1.012
-0.323 -0.442 -0.476
-1.499 -0.863 -0.618
1.982 1.518 -1.137
-0.843 -1.174 1.665
-1.539 -0.172 -0.440
-0.059 -0.584 0.309
-0.433 -0.066 0.240
-0.009 0.328 0.007
-0.365 0.361 -0.254
0.521 0.341 -0.565
0.555 -0.199 0.002
0.004 -0.264 -0.268
0.133 -0.030 0.293

Properties
DFT total energy ... -3363.4655 a.u.
Energy above the lowest of the compared OMol25 structures with the same formula, charge and spin ... 182.4 kJ/mol
Net charge ... +3

The Löwdin scheme yields these atomic charges, measured in e: Hf 1.584; Br -0.014; O -0.161; S 0.714; O -0.145; O -0.056; C -0.098; C 0.178; C -0.048; H 0.160; H 0.188; H 0.157; H 0.150; H 0.178; H 0.099; H 0.032; H 0.083

***

# 3
Entry from the Open Molecules 2025 dataset: a structure of composition C15H39BaF3N4O11S (the ωB97M-V functional and the def2-TZVPD basis).

Positions of all 74 atoms, in Å:
Ba  -0.21555  0.51777  -0.07754
N  2.37237  0.36910  -2.95211
O  1.75549  1.02915  -3.81175
O  1.75260  -0.09333  -1.94097
O  3.59704  0.15252  -3.06506
C  1.58373  1.73704  4.49618
F  1.07997  0.53312  4.76438
F  1.79996  2.46361  5.57406
F  2.77644  1.54956  3.90804
S  0.43657  2.65371  3.33170
O  0.13043  1.70449  2.27666
O  -0.68830  3.04650  4.15317
O  1.23063  3.76139  2.84046
C  2.12174  -3.03549  2.49455
C  1.61129  -1.71796  1.91808
C  2.81805  -0.83526  1.55869
O  2.37656  0.37600  0.98889
C  3.40751  1.27023  0.59431
N  0.86069  -1.94375  0.66370
H  1.26914  -3.56524  2.91784
H  2.80199  -2.79876  3.31993
H  2.75567  -3.58526  1.79994
H  0.86231  -1.25962  2.56587
H  3.50924  -1.39709  0.92275
H  3.31198  -0.63523  2.51825
H  3.77320  1.76263  1.50042
H  3.02721  1.91613  -0.18881
H  4.28541  0.74171  0.20763
H  1.41196  -2.60170  0.11236
H  0.09454  -2.52081  1.01935
C  -0.58250  5.32100  -0.58787
C  -0.69184  3.80512  -0.65134
C  -0.97428  3.34978  -2.10665
O  -1.23876  1.95260  -2.18306
C  -1.49576  1.53660  -3.50673
N  0.56968  3.22650  -0.17167
H  -1.50618  5.91114  -0.55633
H  -0.03467  5.71414  -1.44898
H  -0.09299  5.73491  0.29662
H  -1.50102  3.34476  -0.07103
H  -0.18352  3.56049  -2.84005
H  -1.82250  3.88715  -2.55184
H  -1.32892  0.45646  -3.51640
H  -0.80265  1.85368  -4.28644
H  -2.55174  1.64097  -3.77273
H  1.20292  3.48053  -0.92903
H  0.89618  3.65777  0.69182
C  -2.74766  -3.46898  -2.18354
C  -1.55163  -2.67865  -1.65889
C  -0.35760  -2.86324  -2.58639
O  -0.57593  -2.54032  -3.94044
C  0.60705  -2.56308  -4.69073
N  -1.86438  -1.23612  -1.57090
H  -3.65222  -3.29892  -1.59473
H  -2.53694  -4.53911  -2.20063
H  -2.95436  -3.16526  -3.21373
H  -1.40330  -3.05566  -0.64375
H  0.03972  -3.88558  -2.57060
H  0.43327  -2.22995  -2.15896
H  0.31461  -2.32106  -5.71557
H  1.13522  -3.51984  -4.72834
H  1.28709  -1.74478  -4.42992
H  -2.82356  -1.11583  -1.23842
H  -2.02251  -1.02447  -2.56074
C  -2.81733  -1.76431  3.80364
C  -2.08777  -0.71876  3.00219
O  -1.94728  -1.04032  1.59764
O  -4.12592  -2.04582  3.33322
H  -2.82466  -1.49124  4.86409
H  -2.27126  -2.71048  3.78939
H  -1.05593  -0.69565  3.34755
H  -2.53445  0.27086  3.10459
H  -2.78274  -1.34259  1.22154
H  -4.65079  -1.23961  3.40315

Atomic forces in eV per Å
1.007 0.175 -0.087
1.057 0.170 -0.506
-0.037 -0.287 0.517
-0.285 0.074 0.068
-1.201 0.099 0.221
-0.065 0.825 -1.659
-0.070 -0.213 0.654
-0.260 -0.317 0.604
0.059 -0.208 -0.057
-0.204 1.631 0.576
-0.493 -1.039 -0.012
0.311 -0.686 -0.112
0.240 -0.208 0.029
0.226 1.028 0.996
0.919 -0.048 -1.488
-0.689 0.366 1.422
-0.153 -0.553 -0.475
0.720 -0.637 0.653
-0.400 -1.233 0.583
0.234 -0.554 -0.252
-0.183 -0.094 0.184
-0.498 -0.248 -0.270
0.603 0.384 0.409
-0.062 0.109 -0.288
0.336 0.148 -0.136
-0.242 0.588 -0.238
-0.042 0.216 0.213
-0.266 -0.222 -0.316
0.013 0.304 -0.299
-0.293 0.100 -0.617
-0.787 1.364 0.079
0.052 -0.122 -0.430
-0.061 0.400 -0.438
0.168 0.473 0.150
-0.242 -1.894 -0.259
0.156 -0.227 -1.384
-0.355 -0.576 -0.372
0.130 -0.225 -0.024
0.346 -0.714 0.115
-0.163 0.600 0.284
0.519 0.104 0.556
-0.249 0.084 0.529
0.093 0.059 0.049
0.027 0.761 0.344
0.074 0.633 -0.072
0.550 -0.192 0.427
-0.117 -0.049 0.048
-0.178 0.037 -0.466
-1.287 -0.636 -0.441
1.470 -0.106 0.901
-0.968 0.131 0.691
0.278 0.929 -1.201
-0.678 -0.186 -1.034
0.073 -0.028 0.092
-0.004 -0.003 0.068
-0.056 -0.049 0.038
0.796 0.069 -0.131
-0.282 -0.182 0.383
0.160 0.095 -0.321
-0.098 -0.214 0.020
-0.157 -0.118 0.435
0.084 -0.234 0.449
0.113 -0.249 0.337
0.377 0.475 0.118
0.074 -0.494 0.281
0.317 -0.190 -0.344
-0.140 -0.068 0.072
0.039 0.222 -0.281
-0.051 0.342 -0.062
-0.073 -0.029 -0.325
-0.061 0.385 0.250
0.016 0.070 0.072
-0.140 -0.034 0.391
-0.046 -0.085 0.092

Properties
DFT total energy ... -2364.8487 a.u.
Energy above the lowest of the compared OMol25 structures with the same formula, charge and spin ... 67.6 kJ/mol

The Löwdin scheme yields these atomic charges, measured in e: Ba 2.006; N -0.596; O -0.037; O -0.238; O -0.019; C -0.663; F 0.125; F 0.159; F 0.116; S 0.472; O -0.519; O -0.301; O -0.311; C -0.044; C -0.417; C -0.195; O -0.341; C -0.069; N -0.062; H 0.082; H 0.085; H 0.088; H 0.116; H 0.143; H 0.129; H 0.093; H 0.078; H 0.099; H 0.094; H 0.063; C -0.051; C -0.421; C -0.193; O -0.355; C -0.104; N -0.056; H 0.082; H 0.087; H 0.085; H 0.131; H 0.137; H 0.136; H 0.064; H 0.100; H 0.101; H 0.096; H 0.052; C -0.055; C -0.415; C -0.215; O -0.174; C -0.095; N -0.055; H 0.077; H 0.087; H 0.085; H 0.122; H 0.135; H 0.096; H 0.094; H 0.094; H 0.086; H 0.080; H 0.064; C -0.239; C -0.205; O -0.203; O -0.053; H 0.129; H 0.125; H 0.102; H 0.131; H 0.081; H 0.094

***

# 4
Entry from the Open Molecules 2025 dataset: a cluster of 11 separate species, C4H31NO11 in total (the ωB97M-V functional and the def2-TZVPD basis).

Positions of all 47 atoms, in Å:
N  -0.60232  -0.12345  -1.25749
C  -1.00327  0.83597  -2.30844
C  -1.52876  2.15716  -1.44432
C  -2.13561  1.81909  -0.05854
C  -3.31716  0.91040  -0.15159
O  -3.49983  -0.13714  0.81343
H  0.21347  0.12870  -0.77281
H  -0.61059  -1.13004  -1.65802
H  -0.22779  0.99573  -3.10522
H  -1.94841  0.36677  -2.77187
H  -2.21290  2.56476  -2.16217
H  -0.72311  2.81714  -1.24385
H  -2.43003  2.76532  0.29594
H  -1.34061  1.20407  0.42491
H  -3.41279  0.39548  -1.09802
H  -4.39854  1.57562  -0.01948
H  -2.66845  -0.49535  1.01692
O  3.24548  3.10231  0.61785
H  2.76798  2.36764  0.65150
H  3.05741  3.36005  -0.27590
O  2.24505  -0.65584  -1.33341
H  2.59272  -0.01206  -0.75019
H  2.23382  -1.48806  -1.08030
O  1.96247  0.78857  2.64630
H  2.11565  -0.20265  2.86928
H  1.21125  1.22963  3.09039
O  -1.33432  -1.53699  1.10357
H  -1.20997  -0.85109  0.34512
H  -1.07599  -0.97250  1.75467
O  -2.02907  0.83400  2.70174
H  -1.81511  1.89818  2.52022
H  -2.88314  0.79157  2.23085
O  -0.40229  -3.73843  0.93616
H  -1.28298  -3.31466  1.29405
H  -0.41133  -3.49630  0.03407
O  3.80123  0.02706  0.81162
H  4.08862  0.81799  1.44188
H  3.08477  -0.48730  1.15920
O  2.30775  0.94248  -3.28638
H  3.13277  0.97227  -2.76951
H  1.70712  0.30091  -2.86186
O  0.24602  -3.10967  -1.63935
H  1.04279  -2.82192  -1.64144
H  0.10620  -3.85011  -2.18739
O  1.35604  -2.21661  2.36741
H  1.34392  -2.82704  3.03401
H  0.64179  -2.50170  1.71644

Atomic forces in eV per Å
-2.006 -2.715 -2.097
-1.815 0.115 1.891
0.332 -2.582 -1.655
1.349 -1.867 -2.110
-4.974 0.695 0.250
-2.201 2.045 -0.413
1.488 -0.046 0.087
0.752 2.318 1.121
-0.815 0.360 0.828
1.523 0.845 0.391
-0.579 0.924 0.084
0.837 0.780 -0.224
0.147 1.001 1.439
-0.532 1.417 0.341
0.181 0.308 -0.558
3.011 -1.684 -0.606
1.498 -1.424 0.320
2.910 4.528 -0.196
-3.224 -5.346 1.044
0.260 0.800 -0.779
-1.223 4.631 -3.611
1.138 0.270 1.609
0.614 -5.530 2.765
0.430 -1.260 0.168
-1.460 2.482 -0.008
0.577 -1.241 0.020
-0.837 0.616 -4.123
-0.057 -1.746 0.103
1.293 2.249 4.085
0.966 4.907 -0.252
-0.609 -4.331 0.957
-0.049 -0.465 0.229
-2.340 -0.581 2.964
2.707 -1.297 -1.158
0.067 0.452 -1.682
2.077 2.754 0.562
-1.492 -2.832 -1.721
-0.420 -0.010 1.007
-0.109 0.559 -0.293
-0.761 -0.396 -0.326
1.051 0.367 -0.047
-8.521 -1.410 1.016
8.236 2.472 -0.468
0.202 -1.227 -1.041
-0.442 2.760 -3.354
-0.058 -2.550 2.548
0.878 -0.119 0.889

Properties
DFT total energy ... -1053.2117 a.u.
Energy above the lowest of the compared OMol25 structures with the same formula, charge and spin ... 613.1 kJ/mol
Structure (SMILES) ... NCCCCO.O.O.O.O.O.O.O.O.O.O

The Löwdin scheme yields these atomic charges, measured in e: N -0.049; C -0.183; C -0.138; C -0.231; C -0.251; O -0.101; H 0.046; H 0.113; H 0.096; H 0.120; H 0.091; H 0.083; H 0.096; H 0.095; H 0.094; H 0.184; H -0.035; O 0.019; H -0.086; H 0.041; O 0.016; H 0.019; H -0.028; O -0.111; H 0.067; H 0.053; O -0.062; H 0.070; H -0.013; O -0.129; H 0.146; H 0.008; O -0.110; H 0.107; H -0.042; O -0.097; H 0.123; H -0.016; O -0.093; H 0.038; H -0.006; O 0.077; H -0.061; H 0.072; O -0.047; H -0.009; H 0.024